A 2-piece molecular cluster, C2H2N2O overall at a distorted geometry, computed with ωB97M-V/def2-TZVPD.

Each line ends with the natural charge from an NBO analysis.
Positions of all 7 atoms, in Å:
C 0.362 0.977 -0.083  -0.40
C 0.653 -0.199 -0.098  0.30
O 1.179 -1.353 0.137  -0.65
H 0.165 1.892 -0.621  0.24
H 2.200 -1.227 0.044  0.51
N -2.457 -0.463 0.632  -0.01
N -2.102 0.373 -0.012  0.00

- E (Ha) = -262.08359
- SMILES = C#CO.N#N
- frontier orbital gap (eV) = 9.9984
- energy relative to the best compared isomer or geometry (same formula, charge and spin) (eV) = 2.186